Record 1
Entry from OMol25: a single C5H7NO molecule (ωB97M-V with the def2-TZVPD basis set).

```
! RIJCOSX wB97M-V def2-TZVPD def2/J DEFGRID3
* xyz 0 1
C -1.815 -0.791 0.213
C -0.467 -0.344 0.684
C 0.261 0.631 0.115
C -0.326 1.450 -0.922
N -0.838 2.083 -1.744
C 1.770 0.527 0.209
O 2.138 -0.484 -0.713
H -2.627 -0.383 0.821
H -1.885 -1.886 0.233
H -1.961 -0.466 -0.821
H 0.028 -0.938 1.458
H 2.312 1.426 -0.091
H 2.070 0.252 1.232
H 1.420 -1.133 -0.673
*
```

For the HOMO-LUMO gap, the calculation gives 10.44 eV. The relative energy (zero: lowest compared OMol25 entry of this formula, charge and spin) comes out at 1.507 eV. Its SMILES is C/C=C(\C#N)CO.

---

Record 2
Entry from OMol25: a molecular structure, C5H7NO in a non-equilibrium geometry (ωB97M-V with the def2-TZVPD basis set).

```
! RIJCOSX wB97M-V def2-TZVPD def2/J DEFGRID3
* xyz 0 1
C -1.196 -0.946 0.096
C -1.139 0.358 -0.687
O -0.808 1.385 0.261
C 0.599 1.088 0.204
C 1.144 -0.161 0.895
N 0.304 -1.067 0.074
C 0.391 0.063 -0.919
H -1.696 -0.896 1.070
H -1.603 -1.790 -0.475
H -1.919 0.662 -1.394
H 1.198 2.002 0.169
H 2.110 -0.256 0.299
H 1.327 -0.349 1.956
H 1.289 -0.094 -1.549
*
```

For the HOMO-LUMO gap, the calculation gives 9.71 eV. The relative energy (zero: lowest compared OMol25 entry of this formula, charge and spin) comes out at 4.516 eV.

---

Record 3
Entry from OMol25: a single C5H7NO molecule (ωB97M-V with the def2-TZVPD basis set).

```
! RIJCOSX wB97M-V def2-TZVPD def2/J DEFGRID3
* xyz 0 1
C -1.809 0.117 0.572
N -0.465 -0.160 0.120
C 0.069 -1.392 -0.202
C 1.380 -1.214 -0.550
C 1.676 0.179 -0.432
C 0.511 0.780 -0.025
O 0.173 2.069 0.252
H -2.334 0.772 -0.129
H -1.794 0.598 1.554
H -2.350 -0.829 0.650
H -0.546 -2.281 -0.157
H 2.066 -1.993 -0.855
H 2.626 0.667 -0.604
H 0.779 2.647 -0.226
*
```

For the HOMO-LUMO gap, the calculation gives 8.48 eV. The relative energy (zero: lowest compared OMol25 entry of this formula, charge and spin) comes out at 0.644 eV. Its SMILES is Cn1cccc1O.